Here is a cluster of 12 separate species, C72H180N12O24 in total from OMol25. Energies are from the ωB97M-V functional and the def2-TZVPD basis.

The geometry in XYZ format:
```
288
Properties=species:S:1:pos:R:3:mulliken_charge:R:1
C -1.017 3.609 -5.075 -0.69
O -1.160 4.721 -4.194 0.29
C -2.444 5.162 -4.003 -0.70
C -2.462 6.223 -2.826 -0.76
N -1.651 7.343 -3.165 -0.28
C -2.083 8.194 -4.183 -0.15
C -3.473 8.838 -3.996 -0.84
O -3.535 9.634 -2.771 -0.33
C -2.862 10.891 -2.722 -0.66
H -1.161 4.013 -6.077 0.41
H -1.634 2.716 -4.973 0.29
H 0.018 3.269 -5.040 -0.06
H -3.084 4.302 -3.803 0.47
H -2.853 5.602 -4.912 0.35
H -2.087 5.642 -1.983 0.06
H -3.499 6.495 -2.627 0.42
H -0.813 6.886 -3.495 0.15
H -2.065 7.618 -5.109 0.39
H -1.274 8.917 -4.290 0.13
H -4.205 8.030 -3.966 0.38
H -3.636 9.396 -4.918 0.40
H -3.158 11.427 -1.820 0.24
H -3.198 11.453 -3.594 0.31
H -1.784 10.753 -2.794 0.23
C 4.835 -5.031 1.070 -0.59
O 4.613 -4.684 2.403 -0.11
C 3.800 -5.620 3.045 -0.65
C 3.169 -4.974 4.300 -0.88
N 2.228 -3.979 4.004 0.72
C 1.685 -3.488 5.215 -1.13
C 1.458 -2.007 5.256 0.01
O 2.737 -1.312 5.062 -0.39
C 2.577 0.155 5.170 -0.55
H 3.873 -5.097 0.562 0.38
H 5.302 -6.015 1.113 0.50
H 5.579 -4.341 0.671 -0.24
H 4.386 -6.490 3.342 0.48
H 3.032 -6.066 2.413 0.18
H 3.937 -4.682 5.016 0.52
H 2.677 -5.814 4.791 0.44
H 2.738 -3.259 3.512 -0.61
H 2.360 -3.775 6.022 0.35
H 0.810 -4.099 5.438 0.37
H 1.010 -1.742 6.213 0.81
H 0.734 -1.834 4.459 -0.22
H 2.181 0.544 4.233 -0.04
H 3.603 0.511 5.257 0.33
H 1.950 0.514 5.987 0.36
C 1.750 4.253 1.890 0.02
O 1.217 5.443 2.441 -0.30
C 2.163 6.561 2.591 -0.35
C 1.514 7.593 3.456 -0.74
N 1.817 7.474 4.930 -0.31
C 1.544 8.691 5.643 -0.47
C 1.830 8.573 7.231 -0.60
O 0.629 8.452 7.999 -0.36
C -0.180 9.662 7.960 -0.69
H 2.521 3.793 2.506 0.71
H 1.924 4.479 0.838 -0.18
H 0.951 3.515 1.956 -0.28
H 2.541 6.863 1.614 0.15
H 3.127 6.204 2.954 0.36
H 0.445 7.479 3.278 0.28
H 1.901 8.601 3.304 0.41
H 1.316 6.744 5.416 0.21
H 0.528 8.980 5.374 0.34
H 2.308 9.383 5.287 0.24
H 2.409 9.420 7.601 0.36
H 2.274 7.578 7.252 0.39
H -0.980 9.698 8.699 0.27
H -0.669 9.734 6.988 0.25
H 0.410 10.544 8.208 0.31
C -0.613 -7.220 -4.668 -0.65
O -0.356 -5.855 -5.077 -0.36
C 0.960 -5.385 -5.330 -0.81
C 1.681 -5.244 -4.046 0.55
N 2.259 -6.555 -3.597 -0.09
C 3.663 -6.665 -4.142 -0.56
C 4.701 -5.762 -3.474 -0.26
O 6.010 -6.396 -3.566 -0.42
C 7.052 -5.500 -3.163 -0.53
H -0.192 -7.307 -3.666 0.11
H -0.041 -7.904 -5.295 0.40
H -1.650 -7.548 -4.737 0.25
H 0.957 -4.440 -5.874 0.35
H 1.530 -5.997 -6.028 0.42
H 0.879 -4.956 -3.367 -0.44
H 2.266 -4.332 -3.925 0.00
H 1.700 -7.327 -3.930 0.31
H 3.730 -6.475 -5.213 0.23
H 4.002 -7.667 -3.877 0.49
H 4.385 -5.259 -2.560 0.14
H 4.722 -4.908 -4.151 0.29
H 6.753 -5.025 -2.229 0.14
H 7.068 -4.802 -4.000 0.30
H 7.963 -6.098 -3.109 0.26
C 4.064 -2.139 -1.370 -0.48
O 3.641 -1.520 -0.156 0.37
C 2.655 -2.358 0.530 -0.24
C 1.593 -1.560 1.461 0.95
N 0.479 -0.866 0.740 1.06
C 0.950 -0.221 -0.499 0.31
C 0.083 0.876 -1.063 -1.19
O 0.211 2.111 -0.327 0.64
C -0.183 3.274 -0.989 -1.06
H 4.445 -3.137 -1.152 0.09
H 4.878 -1.499 -1.711 0.33
H 3.328 -2.143 -2.173 -0.20
H 3.146 -3.106 1.152 -0.78
H 2.140 -2.970 -0.211 0.81
H 2.188 -0.827 2.006 -0.40
H 1.189 -2.245 2.206 -0.18
H 0.117 -0.065 1.238 -0.70
H 1.203 -0.866 -1.341 -0.18
H 1.890 0.324 -0.420 -0.28
H -0.955 0.552 -0.984 0.20
H 0.317 1.063 -2.111 0.16
H 0.441 3.415 -1.871 0.40
H 0.067 4.072 -0.290 0.24
H -1.260 3.349 -1.144 0.18
C 1.433 8.513 -5.545 -0.74
O 0.797 7.280 -5.199 -0.18
C 1.545 6.046 -5.300 -1.11
C 1.943 5.443 -4.005 0.41
N 3.026 6.346 -3.457 -0.29
C 3.428 5.833 -2.211 -0.69
C 4.433 6.607 -1.501 -0.88
O 4.533 6.291 -0.129 -0.12
C 5.601 6.797 0.701 -0.95
H 0.708 9.237 -5.175 0.18
H 1.606 8.702 -6.605 0.23
H 2.294 8.519 -4.877 0.35
H 2.422 6.354 -5.869 0.74
H 1.003 5.334 -5.923 0.03
H 2.418 4.534 -4.373 0.44
H 1.082 5.224 -3.374 -0.21
H 2.832 7.308 -3.220 0.31
H 3.641 4.776 -2.373 0.44
H 2.697 5.771 -1.404 0.22
H 4.313 7.689 -1.540 0.41
H 5.415 6.446 -1.947 0.42
H 5.194 7.547 1.380 0.33
H 6.418 7.316 0.199 0.35
H 6.080 6.135 1.423 0.32
C -6.293 0.269 5.187 -0.56
O -5.557 1.241 4.418 -0.49
C -4.924 0.752 3.205 1.01
C -4.142 2.005 2.656 -0.84
N -3.106 2.519 3.459 -0.31
C -1.846 1.639 3.261 0.73
C -0.826 1.720 4.409 -0.04
O -1.337 1.166 5.632 -0.14
C -1.070 1.926 6.816 -0.97
H -7.145 -0.122 4.631 0.11
H -6.769 0.773 6.029 0.33
H -5.755 -0.623 5.508 0.21
H -5.696 0.345 2.552 -0.05
H -4.257 -0.045 3.534 -0.35
H -4.804 2.850 2.471 0.40
H -3.694 1.682 1.716 0.18
H -3.397 2.494 4.425 0.37
H -1.385 1.730 2.278 -0.31
H -2.198 0.609 3.326 -0.62
H -0.518 2.757 4.544 0.69
H 0.011 1.121 4.052 -0.47
H -1.252 1.292 7.683 0.30
H -1.756 2.762 6.950 0.32
H -0.063 2.266 7.059 0.34
C -4.161 0.863 -2.257 -0.62
O -5.213 0.109 -1.633 -0.03
C -6.358 1.006 -1.321 -0.99
C -7.466 0.078 -0.786 -0.74
N -6.969 -0.954 0.109 0.37
C -7.885 -1.911 0.849 -0.43
C -9.011 -1.176 1.562 -0.68
O -9.927 -2.179 2.053 -0.38
C -11.202 -1.706 2.302 -0.70
H -3.845 1.592 -1.510 0.37
H -4.501 1.161 -3.248 0.38
H -3.264 0.263 -2.409 -0.22
H -6.780 1.582 -2.145 0.45
H -6.059 1.866 -0.721 0.44
H -8.097 -0.378 -1.549 0.38
H -8.197 0.631 -0.197 0.37
H -6.168 -1.444 -0.265 -0.26
H -7.409 -2.553 1.590 0.25
H -8.277 -2.622 0.123 0.31
H -9.507 -0.368 1.025 0.52
H -8.530 -0.591 2.346 0.30
H -11.059 -0.698 2.690 0.33
H -11.680 -2.375 3.018 0.24
H -11.800 -1.758 1.392 0.24
C 0.265 -5.021 0.987 -0.54
O -0.963 -5.596 0.422 -0.18
C -0.916 -6.194 -0.865 -0.46
C -2.332 -6.794 -1.249 -0.08
N -2.486 -7.965 -0.369 -0.32
C -3.765 -8.560 -0.584 -0.57
C -3.693 -10.038 -0.098 -0.58
O -5.013 -10.579 -0.295 -0.30
C -5.126 -11.919 0.213 -0.73
H 1.051 -5.776 1.007 0.54
H 0.081 -4.546 1.950 0.01
H 0.625 -4.174 0.404 -0.04
H -0.053 -6.854 -0.946 0.56
H -0.813 -5.409 -1.614 -0.09
H -2.326 -7.185 -2.266 0.29
H -3.100 -6.078 -0.957 -0.01
H -2.232 -7.632 0.550 0.30
H -3.907 -8.631 -1.662 0.32
H -4.622 -8.133 -0.062 0.21
H -3.525 -9.920 0.973 0.33
H -2.939 -10.609 -0.639 0.38
H -4.836 -11.974 1.263 0.29
H -4.568 -12.565 -0.466 0.29
H -6.161 -12.244 0.107 0.24
C -5.947 -4.987 -1.749 -1.04
O -4.633 -4.460 -1.397 0.07
C -4.683 -3.224 -0.793 0.39
C -3.640 -3.400 0.246 0.08
N -3.700 -2.317 1.233 -0.05
C -2.549 -2.306 2.153 1.65
C -2.745 -3.424 3.276 -1.19
O -1.880 -3.225 4.434 -0.26
C -2.318 -2.202 5.350 -0.62
H -6.508 -4.592 -2.597 0.37
H -6.633 -5.025 -0.903 0.38
H -5.870 -6.047 -1.993 0.26
H -5.577 -2.804 -0.332 -0.51
H -4.269 -2.414 -1.394 -0.29
H -2.650 -3.525 -0.193 0.01
H -3.855 -4.308 0.809 0.31
H -3.815 -1.394 0.840 -0.03
H -2.400 -1.324 2.603 -0.95
H -1.617 -2.496 1.619 -0.06
H -2.588 -4.326 2.685 0.39
H -3.779 -3.415 3.622 0.31
H -1.565 -2.057 6.125 0.28
H -3.115 -2.611 5.971 0.38
H -2.606 -1.223 4.967 0.13
C -3.414 -2.003 -4.955 -0.70
O -2.243 -1.259 -4.464 -0.39
C -1.356 -2.004 -3.663 -0.65
C 0.083 -1.818 -4.163 -0.69
N 0.555 -0.447 -4.241 0.62
C 1.706 -0.371 -5.134 -0.46
C 2.451 0.929 -4.889 -1.03
O 1.863 2.080 -5.455 -0.01
C 2.190 2.466 -6.816 -0.98
H -3.056 -2.913 -5.436 0.34
H -3.955 -1.248 -5.526 0.24
H -3.953 -2.244 -4.039 0.18
H -1.581 -3.062 -3.796 0.78
H -1.653 -1.844 -2.626 -0.01
H 0.148 -2.360 -5.107 0.31
H 0.808 -2.370 -3.564 -0.09
H -0.274 -0.054 -4.665 0.12
H 1.270 -0.386 -6.133 0.36
H 2.277 -1.275 -4.924 0.36
H 3.492 0.811 -5.190 0.46
H 2.630 1.135 -3.834 0.24
H 3.143 2.984 -6.922 0.32
H 1.443 3.175 -7.174 0.27
H 2.235 1.575 -7.443 0.42
C 4.439 1.556 1.438 -0.12
O 5.441 0.944 2.258 -0.52
C 5.295 -0.482 2.354 1.68
C 6.382 -1.112 3.296 -0.99
N 7.819 -1.104 2.730 -0.37
C 8.080 -2.291 1.946 -0.03
C 9.505 -2.393 1.333 -0.74
O 9.864 -1.412 0.389 -0.34
C 10.406 -0.183 0.724 -0.76
H 3.422 1.381 1.786 -0.14
H 4.432 0.942 0.538 0.11
H 4.571 2.628 1.292 0.45
H 5.356 -0.800 1.313 0.06
H 4.274 -0.637 2.703 -1.02
H 6.118 -2.135 3.568 0.29
H 6.479 -0.517 4.204 0.34
H 7.800 -0.333 2.077 0.30
H 7.339 -2.486 1.171 -0.13
H 7.977 -3.152 2.608 0.40
H 9.458 -3.356 0.825 0.34
H 10.172 -2.458 2.193 0.36
H 10.040 0.567 0.023 0.28
H 11.495 -0.139 0.685 0.27
H 10.111 0.208 1.698 0.34
```

Its structure (SMILES) is COCCNCCOC.COCCNCCOC.COCCNCCOC.COCCNCCOC.COCCNCCOC.COCCNCCOC.COCCNCCOC.COCCNCCOC.COCCNCCOC.COCCNCCOC.COCCNCCOC.COCCNCCOC. The value obtained for the electronic energy is -144578.569 eV. The relative energy (zero: lowest compared OMol25 entry of this formula, charge and spin) is 206.5 kcal per mole. For the frontier orbital gap, the calculation gives 8.521 eV.